(1)
{
  "formula": "C15H62O16",
  "method": "the ωB97M-V functional and the def2-TZVPD basis",
  "symbols": ["O", "H", "H", "O", "H", "H", "O", "H", "H", "O", "H", "H", "O", "H", "H", "O", "H", "H", "O", "H", "H", "O", "H", "H", "O", "H", "H", "O", "H", "H", "O", "H", "H", "C", "C", "C", "O", "H", "H", "H", "H", "H", "H", "H", "H", "C", "C", "C", "O", "H", "H", "H", "H", "H", "H", "H", "H", "C", "C", "C", "O", "H", "H", "H", "H", "H", "H", "H", "H", "C", "C", "C", "O", "H", "H", "H", "H", "H", "H", "H", "H", "C", "C", "C", "O", "H", "H", "H", "H", "H", "H", "H", "H"],
  "xyz": [[-16.21673, -14.01366, -9.49877], [-16.66056, -13.16506, -9.35524], [-16.22450, -14.44258, -8.63450], [-18.66099, -15.89824, -16.15999], [-17.92458, -16.45867, -15.90006], [-18.67328, -15.18113, -15.49716], [-15.52414, -10.35524, -16.41704], [-15.80233, -10.84804, -17.21588], [-16.00279, -9.51965, -16.45490], [-21.46284, -14.70576, -14.43843], [-20.52682, -14.81994, -14.66516], [-21.91782, -15.39863, -14.92921], [-16.45698, -11.75524, -18.78120], [-15.78120, -12.05613, -19.39928], [-16.73468, -12.57203, -18.33812], [-16.89234, -14.02918, -18.58858], [-16.71591, -14.79851, -18.01691], [-17.79062, -14.17592, -18.92279], [-14.92133, -15.97377, -11.00860], [-15.69164, -16.55658, -11.01106], [-15.25488, -15.12416, -10.66154], [-13.18213, -12.96994, -15.06226], [-13.58207, -12.18294, -14.65639], [-13.38060, -13.68116, -14.44390], [-20.22581, -15.58844, -10.78789], [-21.17928, -15.48664, -10.88273], [-19.88479, -14.68783, -10.74865], [-17.77021, -17.28103, -12.04367], [-18.44597, -16.84525, -11.50533], [-17.83155, -16.84734, -12.90095], [-14.33070, -10.58198, -13.99036], [-14.80996, -9.98240, -13.41289], [-14.76132, -10.50522, -14.88518], [-16.66431, -13.00332, -15.10505], [-17.32161, -13.81406, -13.99121], [-17.07253, -13.07141, -12.66278], [-18.73066, -13.86790, -14.20032], [-15.61339, -12.75588, -14.97229], [-17.22448, -12.05972, -15.13909], [-16.80999, -13.41638, -16.10763], [-16.94086, -14.82486, -13.84444], [-17.54716, -13.61521, -11.84582], [-17.42214, -12.03893, -12.68216], [-15.99292, -13.02540, -12.49386], [-19.09578, -13.02702, -14.51225], [-17.13476, -8.86722, -9.68986], [-16.68951, -10.33174, -9.73085], [-15.20725, -10.56806, -9.83218], [-17.25391, -11.08607, -8.63361], [-17.05207, -8.52827, -10.72737], [-16.48959, -8.27982, -9.03874], [-18.18361, -8.75553, -9.42506], [-17.15610, -10.78533, -10.61760], [-14.65926, -10.15847, -8.97808], [-14.76710, -9.98369, -10.64745], [-14.94769, -11.60714, -10.01901], [-18.13493, -11.37907, -8.87269], [-14.05247, -15.56681, -16.38348], [-14.49827, -16.40500, -17.58010], [-13.68816, -17.67366, -17.76430], [-15.89162, -16.65187, -17.56147], [-14.30554, -16.08565, -15.44691], [-14.61880, -14.64087, -16.43716], [-12.97881, -15.42324, -16.28668], [-14.24407, -15.77918, -18.44209], [-13.71630, -18.22181, -16.81310], [-12.64550, -17.35156, -17.83475], [-13.96974, -18.29873, -18.60489], [-16.12299, -17.31419, -16.90434], [-22.23746, -13.38304, -19.79428], [-20.96007, -13.17046, -18.95254], [-20.95050, -14.00014, -17.70684], [-19.75410, -13.44807, -19.67414], [-22.65321, -14.35290, -19.52959], [-21.98100, -13.28362, -20.84861], [-22.94548, -12.58724, -19.56598], [-20.92653, -12.10838, -18.66841], [-20.12613, -13.83170, -17.01065], [-20.89655, -15.07540, -17.90248], [-21.85397, -13.83354, -17.11379], [-19.82654, -13.06149, -20.55206], [-20.90736, -10.41439, -15.66490], [-20.51836, -10.16225, -14.21176], [-21.73969, -9.76863, -13.38609], [-19.88572, -11.31177, -13.68243], [-21.42423, -11.36992, -15.78270], [-20.03020, -10.41511, -16.31797], [-21.53610, -9.63536, -16.10508], [-19.80493, -9.33324, -14.19508], [-22.37355, -10.66944, -13.43209], [-22.33440, -9.00393, -13.87965], [-21.54889, -9.60224, -12.32884], [-20.55707, -11.97823, -13.47183]],
  "forces_ev_per_a": [[-0.3, 0.2, 0.2], [0.2, 0.1, 0.1], [0.1, 0.0, -0.1], [-0.1, 0.1, 0.1], [0.0, 0.0, -0.1], [0.1, -0.1, -0.1], [-0.2, 0.3, -0.1], [0.1, -0.1, -0.2], [0.1, -0.1, -0.1], [0.1, 0.0, -0.1], [-0.2, 0.0, 0.2], [0.0, 0.1, 0.0], [0.6, 2.2, 0.1], [-0.1, 0.1, 0.1], [0.0, -0.2, -0.2], [-0.5, -2.1, 0.4], [-0.1, -0.1, -0.2], [-0.1, 0.1, 0.0], [-0.1, 0.3, 0.0], [0.0, 0.1, -0.1], [0.1, -0.5, -0.1], [-0.1, 0.1, 0.1], [0.3, -0.1, 0.1], [0.1, 0.0, 0.0], [0.1, 0.1, 0.1], [0.1, -0.1, -0.1], [0.0, -0.1, -0.1], [0.1, 0.1, 0.1], [-0.1, 0.0, -0.1], [-0.1, 0.0, 0.1], [-0.3, 0.1, -0.6], [0.0, -0.1, 0.0], [0.3, 0.0, 0.7], [-0.7, 0.1, -0.5], [0.5, 2.0, 0.9], [0.5, -0.4, -0.2], [-0.6, -1.2, -0.4], [-0.1, -0.3, 0.2], [0.3, 0.1, 0.1], [0.1, -0.3, 0.2], [-0.2, -0.2, -0.4], [0.1, 0.1, 0.1], [-0.3, -0.1, -0.2], [0.0, -0.1, 0.2], [0.5, 0.3, 0.2], [0.5, -0.5, -0.6], [-1.4, -0.5, -0.5], [0.7, 0.8, 0.0], [0.7, -0.3, 0.4], [0.2, 0.4, 0.2], [-0.1, 0.1, 0.0], [0.0, -0.1, 0.2], [0.2, 0.2, -0.2], [-0.2, -0.4, 0.3], [-0.4, -0.1, -0.3], [-0.1, -0.1, 0.2], [-0.2, 0.2, -0.1], [-0.7, -0.9, 0.5], [1.4, 0.0, -0.3], [0.5, 0.3, 1.3], [-0.5, 0.5, -0.4], [-0.3, 0.0, -0.1], [0.4, 0.2, 0.3], [0.0, 0.4, -0.6], [-0.8, 0.0, -0.2], [-0.2, -0.4, -0.3], [0.0, -0.2, -0.4], [-0.1, 0.1, 0.0], [0.4, -0.1, 0.1], [0.8, 0.3, 0.5], [0.1, 0.7, -0.1], [-0.2, -0.7, 0.9], [-0.1, -0.4, 0.0], [-0.2, -0.1, -0.5], [-0.2, -0.3, -0.1], [-0.2, -0.2, 0.1], [0.0, -0.1, 0.0], [0.2, 0.4, -0.3], [-0.1, 0.1, -0.3], [-0.1, 0.1, -0.2], [0.1, 0.0, 0.0], [0.2, 0.2, -0.6], [-0.6, 0.8, -0.4], [-0.4, -1.5, -0.4], [0.4, -0.2, 0.3], [0.0, 0.0, 0.1], [0.1, -0.3, 0.2], [-0.1, 0.0, 0.4], [0.3, -0.3, 0.2], [-0.2, 0.2, 0.2], [0.2, 0.4, 0.3], [0.2, 0.4, -0.1], [0.0, 0.2, 0.0]],
  "gap_ev": 10.34,
  "e_above_lowest_kcal_mol": 19.6,
  "total_charge": 0,
  "homo_ev": -10.4
}

=====

(2)
{
  "formula": "H6S3",
  "method": "the ωB97M-V functional and the def2-TZVPD basis",
  "symbols": ["S", "H", "H", "S", "H", "H", "S", "H", "H"],
  "xyz": [[-0.71416, -3.53054, -0.03529], [-1.67526, -2.70334, -0.45959], [-0.47632, -2.83255, 1.07765], [-1.81495, 1.08236, -1.30502], [-1.97148, 2.11923, -0.47199], [-0.69009, 0.70562, -0.68960], [2.13840, 1.84618, 1.15439], [2.11960, 0.83345, 0.27851], [3.08426, 2.47960, 0.45095]],
  "forces_ev_per_a": [[0.1, -0.2, -0.1], [0.0, 0.1, 0.1], [-0.1, 0.1, 0.1], [0.0, 0.0, 0.0], [0.0, 0.0, 0.0], [0.1, 0.0, 0.0], [0.0, 0.0, -0.1], [0.0, 0.0, 0.0], [0.0, 0.1, 0.0]],
  "gap_ev": 10.34,
  "smiles": "S.S.S",
  "e_above_lowest_kcal_mol": 0.8,
  "total_charge": 0,
  "homo_ev": -9.8
}

=====

(3)
{
  "formula": "C2H13NO4",
  "method": "the ωB97M-V functional and the def2-TZVPD basis",
  "symbols": ["C", "C", "N", "H", "H", "H", "H", "H", "H", "H", "O", "H", "H", "O", "H", "H", "O", "H", "H", "O"],
  "xyz": [[0.17735, -1.29310, 1.30766], [0.27843, 0.03691, 1.49245], [-0.71445, 0.92664, 1.16110], [-0.75076, -1.83428, 1.43604], [1.04815, -1.93651, 1.26030], [1.16895, 0.49619, 1.90938], [-0.41550, 1.88923, 1.14521], [-1.32825, 0.68753, 0.40479], [-3.34964, 1.53127, 0.54780], [-3.83943, 0.10960, 0.87542], [-3.78388, 0.76117, 0.17010], [3.60817, 0.53515, -0.68266], [2.40244, 0.06898, 0.04753], [2.99921, 0.83667, 0.00184], [0.96522, -0.87978, -1.54445], [1.68571, -2.20589, -1.31531], [1.73682, -1.39208, -1.83243], [-0.19401, 0.96367, -2.65027], [-1.15998, -0.00853, -1.94727], [-0.53455, 0.70716, -1.78722]],
  "forces_ev_per_a": [[0.3, -0.3, 0.6], [-0.2, -0.4, -0.7], [0.0, 0.5, 1.1], [-0.4, 0.2, -0.9], [0.1, 0.2, 0.7], [0.2, 0.0, -0.5], [-0.1, -0.1, -0.1], [0.1, -0.1, -0.1], [-0.1, 0.0, 0.2], [0.1, 0.1, 0.1], [0.0, -0.1, -0.3], [0.1, 0.2, 0.0], [0.1, 0.4, 0.0], [-0.1, -0.6, -0.1], [0.1, 0.1, 0.0], [0.0, 0.1, -0.1], [-0.1, -0.1, 0.2], [-0.1, 0.0, 0.0], [-0.1, 0.1, -0.2], [0.1, -0.2, 0.1]],
  "gap_ev": 8.64,
  "smiles": "C=CN.O.O.O.O",
  "e_above_lowest_kcal_mol": 31.9,
  "total_charge": 0,
  "homo_ev": -8.2
}